A cluster of 6 separate species, C30H45N2O18 in total, computed with ωB97M-V with the def2-TZVPD basis set.

Cartesian coordinates (Å):
C -0.172 1.939 -1.574
C -0.592 1.486 -2.961
O -0.120 0.155 -3.172
C 0.935 -0.031 -4.089
C 2.230 -0.324 -3.320
C 3.034 0.867 -2.903
C 2.776 2.176 -3.214
C 3.601 3.193 -2.698
C 3.263 4.623 -3.041
O 3.864 5.239 -3.861
O 2.238 5.143 -2.335
C 4.680 2.898 -1.891
C 4.927 1.560 -1.587
N 5.979 1.142 -0.824
N 4.111 0.619 -2.104
H -0.767 2.788 -1.233
H 0.879 2.237 -1.532
H -0.319 1.110 -0.888
H -0.244 2.159 -3.751
H -1.681 1.465 -3.032
H 1.035 0.811 -4.778
H 0.710 -0.906 -4.702
H 2.868 -1.034 -3.855
H 1.920 -0.840 -2.405
H 1.931 2.441 -3.830
H 1.728 4.450 -1.892
H 5.321 3.671 -1.490
H 5.820 0.252 -0.366
H 6.274 1.829 -0.142
H 4.292 -0.356 -1.876
C -4.360 1.200 1.768
C -3.053 0.530 2.100
C -2.485 0.855 3.467
O -1.067 0.753 3.244
C -0.838 0.997 1.939
O 0.244 1.188 1.469
O -1.986 1.009 1.243
H -4.733 0.856 0.805
H -5.105 0.968 2.528
H -4.230 2.282 1.713
H -3.126 -0.550 1.953
H -2.790 0.161 4.244
H -2.713 1.877 3.777
C -1.856 -4.649 2.439
C -3.071 -4.547 1.553
C -2.901 -5.099 0.151
O -3.790 -4.273 -0.616
C -3.921 -3.096 0.025
O -4.429 -2.122 -0.431
O -3.393 -3.168 1.267
H -2.079 -4.302 3.447
H -1.520 -5.684 2.498
H -1.048 -4.033 2.043
H -3.944 -4.990 2.039
H -3.187 -6.142 0.052
H -1.885 -4.959 -0.226
C 5.860 -3.975 2.447
C 5.682 -2.977 1.334
C 4.596 -1.940 1.559
O 4.153 -1.673 0.212
C 4.421 -2.773 -0.541
O 4.004 -2.908 -1.649
O 5.209 -3.621 0.124
H 6.703 -4.633 2.245
H 6.044 -3.459 3.389
H 4.969 -4.594 2.546
H 6.633 -2.496 1.090
H 4.950 -1.025 2.028
H 3.753 -2.336 2.125
C 1.894 3.410 2.855
C 2.856 3.822 3.939
C 2.864 5.292 4.307
O 4.227 5.505 4.698
C 4.994 4.591 4.061
O 6.178 4.610 4.003
O 4.213 3.643 3.486
H 1.912 2.335 2.709
H 0.875 3.702 3.109
H 2.173 3.879 1.910
H 2.721 3.205 4.831
H 2.198 5.544 5.128
H 2.645 5.932 3.449
C -7.424 -1.765 -4.243
C -8.046 -1.316 -2.945
C -7.313 -1.757 -1.694
O -8.379 -1.872 -0.743
C -9.524 -2.124 -1.423
O -10.545 -2.463 -0.925
O -9.331 -1.932 -2.750
H -7.960 -1.349 -5.096
H -6.385 -1.440 -4.294
H -7.463 -2.852 -4.323
H -8.196 -0.233 -2.944
H -6.573 -1.045 -1.342
H -6.840 -2.734 -1.813

Forces on atoms 1 to 2 (eV/Å):
-0.176 0.234 -0.191
0.040 -0.076 0.295

- total charge = +1
- HOMO energy (eV) = -12.0